Below is 2 unconnected molecules or ions with the total composition C5H12S2 at a distorted geometry, with properties calculated with ωB97M-V/def2-TZVPD.

Bonds (Å) are listed after each position.
Element x y z (Å)
1 C -1.2273 -1.5354 1.5155  C2 1.492, H4 1.081, H5 1.094, H6 1.091
2 C 0.2582 -1.6641 1.5546  C1 1.492, C3 1.322, H7 1.089
3 C 1.0036 -2.1437 2.5360  C2 1.322, H8 1.085, H9 1.087
4 H -1.6162 -1.7811 0.5370  C1 1.081
5 H -1.6916 -2.2164 2.2351  C1 1.094
6 H -1.5227 -0.5268 1.8097  C1 1.091
7 H 0.7788 -1.2477 0.6938  C2 1.089
8 H 2.0812 -2.1878 2.4184  C3 1.085
9 H 0.5705 -2.6016 3.4218  C3 1.087
10 C 0.2352 2.5234 -0.3818  C11 1.518, H14 1.087, H15 1.087, H16 1.097
11 C 0.4762 1.8607 -1.7262  C10 1.518, S12 1.821, H17 1.087, H18 1.096
12 S -0.3081 0.2178 -1.7626  C11 1.821, S13 2.333
13 S -0.0007 -0.1277 -4.0497  S12 2.333, H19 1.334
14 H 0.9646 2.2311 0.3686  C10 1.087
15 H -0.7804 2.3290 -0.0461  C10 1.087
16 H 0.3076 3.6151 -0.4621  C10 1.097
17 H 1.5299 1.7402 -1.9654  C11 1.087
18 H 0.0073 2.4378 -2.5309  C11 1.096
19 H -1.0661 -0.9227 -4.1657  S13 1.334

Energy above the lowest of the compared OMol25 structures with the same formula, charge and spin = 2.6 kcal per mole
Electronic energy = -994.044653 hartree
Net charge = -1
Spin multiplicity = 2
HOMO energy (alpha / beta) = -0.69 / -2.94 eV

Mulliken population analysis, charges in e, atoms 1 to 6: C -0.99; C 0.17; C -0.79; H 0.24; H 0.38; H 0.20